Arrangement P

ORCA calculation (ωB97M-V/def2-TZVPD) on C3H5PS in the gas phase.

```
10
Properties=species:S:1:pos:R:3
P 1.86 -0.55 0.08
C 0.05 -0.48 0.38
C -0.87 -0.23 -0.75
S -2.47 -0.14 0.14
C -0.92 0.71 0.37
H 2.51 0.15 1.12
H 1.71 0.45 -0.85
H -0.33 -1.33 0.92
H -0.75 -0.38 -1.74
H -0.77 1.81 0.34
```

Its multiplicity is 1. The gap between HOMO and LUMO comes out at 9.503 eV. The HOMO energy comes out at -8.575 eV. Its LUMO energy is 0.928 eV.

The net atomic charges from natural (NBO), expressed in e, are: 0.323, -0.515, -0.295, 0.138, -0.323, -0.011, -0.034, 0.227, 0.236, 0.254

Arrangement Q

ORCA calculation (ωB97M-V/def2-TZVPD) on a molecular structure, C3H5PS.

```
10
Properties=species:S:1:pos:R:3
C -2.20 -1.11 -0.16
C 0.93 -0.16 0.07
C 1.54 1.21 0.07
P -1.44 0.33 -0.23
S 1.29 -1.70 0.10
H -3.34 -1.11 -0.12
H -1.67 -1.92 0.33
H 2.50 1.10 0.56
H 1.53 1.48 -1.04
H 0.87 1.88 0.43
```

Its multiplicity is 1. The gap between HOMO and LUMO comes out at 7.336 eV. The HOMO energy comes out at -7.625 eV. Its LUMO energy is -0.288 eV.

The net atomic charges from natural (NBO), expressed in e, are: -0.912, -0.229, -0.719, 0.532, 0.119, 0.247, 0.231, 0.236, 0.259, 0.236

Which of them is most stable, and which least? Most stable: arrangement P; least stable: arrangement Q.

Arrangement P

ORCA calculation (ωB97M-V/def2-TZVPD) on a molecular structure, C20H23N3O2.

```
48
Properties=species:S:1:pos:R:3
C -1.95 1.76 -4.78
C -2.55 1.47 -3.39
O -3.52 0.90 -3.13
N -1.77 2.10 -2.51
H -0.90 2.31 -2.86
C -2.10 2.08 -1.15
H -2.00 3.15 -0.62
H -3.02 1.63 -1.12
C -1.08 0.89 -0.54
C 0.24 1.23 -0.56
N 1.00 2.06 -1.42
C 2.31 2.07 -1.32
C 3.03 2.66 -2.05
C 4.52 2.62 -1.34
C 4.76 1.76 -0.38
C 3.70 1.32 0.42
C 2.28 1.32 -0.11
N 1.18 0.88 0.34
C 1.14 -0.24 1.50
H 0.07 0.05 1.89
H 1.79 0.13 2.14
C 1.44 -1.38 1.07
O 1.21 -2.44 2.13
C -0.15 -2.63 2.47
C -1.08 -2.61 1.58
C -2.58 -2.89 2.13
C -2.86 -3.59 3.15
C -1.43 -4.02 4.02
C -0.35 -3.44 3.53
H 0.51 -3.82 4.12
H -1.56 -4.62 4.86
H -3.65 -3.97 3.45
C -3.75 -2.42 1.33
H -3.75 -2.68 0.15
H -3.94 -1.30 1.27
H -4.52 -2.89 1.81
H -1.19 -1.99 0.67
H 2.37 -1.49 0.94
H 0.82 -1.80 0.12
H 4.09 0.72 1.32
H 5.61 1.83 0.18
H 5.32 3.38 -1.82
H 2.94 3.43 -2.84
H -1.45 0.03 -1.04
H -1.33 0.84 0.51
H -2.69 1.18 -5.53
H -1.91 2.77 -5.06
H -1.13 1.19 -4.88
```

Its multiplicity is 1. The gap between HOMO and LUMO comes out at 8.210 eV. The HOMO energy comes out at -7.890 eV. Its LUMO energy is 0.321 eV.

The net atomic charges from natural (NBO), expressed in e, are: -0.717, 0.692, -0.612, -0.639, 0.420, -0.166, 0.207, 0.225, -0.510, 0.449, -0.561, 0.094, -0.218, -0.151, -0.323, -0.209, 0.135, -0.365, -0.204, 0.226, 0.218, -0.082, -0.495, 0.237, -0.247, -0.008, -0.189, -0.131, -0.288, 0.232, 0.206, 0.176, -0.625, 0.211, 0.217, 0.208, 0.213, 0.202, 0.182, 0.193, 0.214, 0.210, 0.241, 0.244, 0.219, 0.217, 0.231, 0.222

Arrangement Q

ORCA calculation (ωB97M-V/def2-TZVPD) on C20H23N3O2 in the gas phase.

```
48
Properties=species:S:1:pos:R:3
C -0.01 -0.89 0.32
C 0.98 -0.42 -0.75
C 2.02 0.45 -0.35
C 2.13 1.02 1.05
N 0.96 1.78 1.41
C 0.30 2.64 0.39
C -1.14 3.05 0.78
O -1.19 3.54 2.10
C -0.63 2.64 3.08
C -0.71 3.32 4.45
C 0.87 2.36 2.76
C 2.94 0.90 -1.34
C 2.83 0.44 -2.63
C 1.77 -0.34 -3.04
C 0.83 -0.82 -2.11
C -0.29 -1.69 -2.64
C -1.65 -1.18 -2.25
C -2.69 -1.97 -1.77
C -2.41 -3.33 -1.50
N -3.22 -4.16 -0.91
C -2.43 -5.30 -0.81
O -2.66 -6.25 -0.15
N -1.20 -5.21 -1.36
C -1.06 -3.90 -1.72
C -0.03 -3.13 -2.22
H -0.36 -1.88 0.13
H 0.39 -0.97 1.32
H -0.85 -0.18 0.41
H 2.29 0.17 1.75
H 3.03 1.63 1.15
H 0.87 3.58 0.30
H 0.30 2.11 -0.55
H -1.85 2.21 0.66
H -1.48 3.85 0.11
H -1.21 1.73 3.06
H -1.73 3.44 4.76
H -0.24 4.32 4.45
H -0.13 2.72 5.16
H 1.31 1.61 3.49
H 1.51 3.25 2.79
H 3.75 1.54 -1.12
H 3.53 0.70 -3.41
H 1.72 -0.68 -4.06
H -0.21 -1.68 -3.72
H -1.84 -0.15 -2.50
H -3.65 -1.55 -1.52
H -0.41 -5.81 -1.07
H 0.95 -3.52 -2.37
```

Its multiplicity is 1. The gap between HOMO and LUMO comes out at 7.754 eV. The HOMO energy comes out at -8.286 eV. Its LUMO energy is -0.533 eV.

The net atomic charges from natural (NBO), expressed in e, are: -0.648, 0.005, -0.007, -0.228, -0.464, -0.248, -0.060, -0.536, 0.093, -0.619, -0.236, -0.197, -0.211, -0.212, -0.004, -0.331, -0.054, -0.249, 0.215, -0.448, 0.727, -0.574, -0.635, 0.182, -0.219, 0.216, 0.225, 0.228, 0.203, 0.173, 0.165, 0.215, 0.154, 0.194, 0.176, 0.220, 0.217, 0.209, 0.204, 0.176, 0.212, 0.213, 0.207, 0.257, 0.212, 0.238, 0.428, 0.216

Which of them is most stable, and which least? Most stable: arrangement Q; least stable: arrangement P.